A cluster of 8 separate species, C32H52NO14 in total in a non-equilibrium geometry. Source: the Open Molecules 2025 dataset; level of theory: ωB97M-V/def2-TZVPD.

XYZ file:
```
99
Properties=species:S:1:pos:R:3:forces:R:3:lowdin_charge:R:1
C 4.882 -0.783 29.715 1.575 -2.178 -2.737 -0.038
N 4.863 0.539 30.289 -0.157 2.707 0.368 -0.337
C 5.967 0.626 31.255 3.581 -2.955 -1.394 -0.031
C 5.089 1.523 29.128 -2.148 2.272 2.145 0.025
C 3.531 0.866 31.020 2.349 -1.343 4.222 0.004
C 3.528 2.211 31.759 -4.456 -1.499 -2.757 -0.208
O 2.355 2.317 32.547 -2.259 -2.343 -0.390 -0.059
H 6.008 -0.944 29.212 -3.177 0.540 1.105 0.160
H 4.102 -0.673 28.864 1.204 -1.316 1.438 0.129
H 4.830 -1.647 30.474 -0.617 1.622 -1.130 0.143
H 6.990 0.296 30.725 -2.283 1.414 0.777 0.152
H 5.923 -0.180 31.962 -0.858 -0.634 0.434 0.086
H 6.097 1.467 31.843 -0.081 2.254 0.305 0.065
H 5.840 1.286 28.512 4.343 -1.096 -0.849 0.051
H 5.058 2.605 29.380 0.690 -1.008 0.793 0.121
H 4.459 1.550 28.285 -2.869 -1.045 -0.207 0.079
H 3.471 0.126 31.984 -0.064 1.045 -2.839 0.185
H 2.776 0.752 30.312 -1.468 -0.179 -0.955 0.109
H 3.471 3.018 31.141 0.553 2.149 -2.308 0.091
H 4.081 2.416 32.513 6.088 0.411 3.811 0.056
H 2.124 3.230 32.664 0.027 1.195 0.184 0.019
C 2.889 2.219 35.646 5.649 -3.841 -0.967 0.068
C 3.956 1.200 35.260 -4.277 5.245 2.129 -0.137
C 3.628 -0.187 34.775 -1.909 -0.810 0.028 -0.422
O 4.453 -1.009 34.410 0.874 0.851 -0.149 0.076
C 2.213 -0.480 34.763 -6.575 4.139 0.192 0.079
C 1.092 0.638 35.139 3.870 -4.936 -3.354 -0.063
C 1.546 1.937 35.763 -3.259 -0.030 0.528 -0.411
O 0.711 2.679 36.295 0.655 -0.541 -0.593 0.087
O -0.163 0.521 34.657 1.665 2.650 2.816 0.126
O 5.202 1.623 35.382 -0.839 -1.243 -0.796 0.116
H 3.212 3.122 36.115 0.422 0.458 -0.007 0.120
H 1.597 -1.143 34.071 1.949 0.054 1.019 0.114
H -0.366 -0.131 34.022 0.362 -1.680 -1.024 0.102
H 5.658 0.929 34.881 1.670 -0.198 0.111 0.075
C 10.349 1.634 30.648 8.894 2.490 -4.684 0.153
C 11.842 1.409 30.422 -6.571 -3.640 7.910 -0.152
C 12.551 1.916 29.412 5.341 3.251 -7.159 -0.391
O 13.744 1.580 29.078 -3.463 0.589 1.754 0.086
C 11.863 2.939 28.621 -6.984 2.900 0.405 0.127
C 10.341 3.335 28.838 6.645 -0.288 -1.310 -0.121
C 9.580 2.545 29.807 0.195 -1.140 -0.699 -0.380
O 8.368 2.507 29.778 -0.407 0.302 0.275 0.115
O 9.721 4.372 28.217 0.340 -1.668 1.140 0.099
O 12.528 0.597 31.319 -1.336 0.620 -0.449 0.073
H 9.740 1.147 31.210 -2.936 -3.550 4.182 0.037
H 12.261 3.673 27.924 0.869 -0.797 0.034 0.102
H 10.383 4.915 27.795 0.396 0.327 -0.459 0.116
H 13.512 0.536 31.271 -1.014 0.556 -0.974 0.144
C 7.329 5.999 30.670 0.880 0.203 -3.255 -0.028
C 6.062 5.193 31.030 1.946 1.799 -0.396 -0.544
O 6.166 4.085 31.428 -0.068 -2.741 0.608 0.072
C 4.791 5.945 31.026 -2.465 -2.612 0.112 -0.017
H 8.348 5.384 30.506 -2.476 1.362 1.278 0.107
H 7.313 6.933 31.276 0.688 -0.818 -0.139 0.080
H 7.212 6.424 29.569 -0.159 -0.713 2.016 0.113
H 5.006 6.854 31.481 -0.103 2.274 -0.082 0.058
H 4.058 5.451 31.744 0.956 0.331 -0.798 0.094
H 4.268 5.879 30.036 0.724 0.866 0.716 0.115
C -0.206 4.300 33.046 4.006 1.113 -1.902 0.012
C 0.813 5.052 33.904 3.093 -0.828 -3.149 -0.347
O 2.014 4.978 33.484 -2.905 0.611 1.986 -0.006
C 0.361 5.769 35.114 -3.850 -1.830 -3.095 0.010
H -0.972 4.923 32.898 -3.371 2.281 -0.595 0.045
H -0.497 3.519 33.576 -1.709 -3.645 2.619 0.032
H 0.102 3.879 32.040 0.342 0.911 1.270 0.121
H -0.449 5.289 35.612 -0.265 -2.015 0.540 0.098
H -0.283 6.599 35.108 -0.473 2.109 -1.871 0.093
H 0.988 6.022 35.790 5.035 1.166 4.188 0.025
C 7.500 -3.204 25.678 1.652 0.726 0.882 -0.010
C 6.650 -2.017 26.089 2.707 1.511 -1.342 -0.517
O 5.635 -2.079 26.671 -3.144 -1.206 1.906 0.079
C 7.107 -0.600 25.700 3.251 -2.789 0.211 -0.013
H 7.802 -3.117 24.668 0.670 0.780 -1.187 0.061
H 6.927 -4.071 25.592 -1.048 -1.590 0.861 0.058
H 8.476 -3.365 26.265 -1.685 0.334 -0.563 0.126
H 6.288 0.018 25.641 -1.668 1.903 1.262 0.031
H 7.305 -0.680 24.650 1.182 0.011 -0.746 0.066
H 8.077 -0.398 26.314 -1.906 0.388 -1.240 0.131
C 2.638 1.090 25.146 -2.481 3.517 -0.878 -0.014
C 1.712 0.741 26.245 -3.267 0.715 -0.311 -0.468
O 1.934 0.543 27.407 1.455 -0.325 0.736 0.065
C 0.223 0.813 25.815 4.566 -0.136 -6.115 0.002
H 2.217 0.831 24.206 -0.893 -0.420 -0.793 0.067
H 3.481 0.575 25.128 4.309 -1.822 0.627 0.020
H 2.756 2.223 24.972 0.135 -1.578 0.938 0.142
H 0.138 0.320 24.735 -0.013 0.574 2.338 0.133
H 0.025 1.814 25.546 -0.322 1.478 0.026 0.069
H -0.439 0.453 26.431 -3.363 -2.011 3.557 0.011
C 10.006 0.209 34.405 -3.609 -5.228 -1.540 -0.014
C 8.702 0.900 34.651 0.002 -2.132 2.007 -0.414
O 7.619 0.382 34.312 2.041 2.095 0.378 0.025
C 8.883 2.032 35.685 -7.053 -1.136 -3.972 0.019
H 9.732 -0.892 33.864 0.862 2.852 1.653 0.168
H 10.633 0.060 35.235 0.396 -0.097 1.380 0.072
H 10.546 0.672 33.705 2.261 2.165 -2.832 0.010
H 8.307 1.734 36.541 -0.569 0.296 0.371 0.096
H 8.411 2.849 35.078 -0.338 -0.097 1.183 0.115
H 9.730 2.414 35.941 5.843 1.314 1.236 0.009
```
Forces are in eV/Å.

Its spin multiplicity is 1. Its HOMO-LUMO gap is 5.8 eV. Its net charge is +1. As for the HOMO energy: -10.38 eV. Its energy relative to the best compared isomer or geometry (same formula, charge and spin) is 227.8 kJ/mol. Its max |F| is 10.9 eV/A.



A cluster of 7 separate species, C32H53BF9NO21S in total in a non-equilibrium geometry. Source: the Open Molecules 2025 dataset; level of theory: ωB97M-V/def2-TZVPD.

XYZ file:
```
118
Properties=species:S:1:pos:R:3:forces:R:3:lowdin_charge:R:1
C 1.215 -4.100 3.221 -0.570 0.812 -0.214 -0.105
C 2.028 -2.900 2.461 -0.585 -0.690 -0.962 -0.125
B 0.906 -1.896 1.866 -0.746 0.032 1.670 -0.458
O -0.154 -1.453 2.776 2.700 0.875 -1.822 0.078
O 0.858 -1.341 0.523 -0.964 -2.761 -1.278 0.139
C 0.581 -2.327 -0.451 0.710 -2.545 0.054 -0.363
O 0.628 -3.576 -0.247 -0.328 4.609 0.130 0.081
N 0.272 -1.839 -1.803 -0.147 -0.840 0.826 -0.086
C -0.932 -2.487 -2.399 -0.500 0.050 -1.275 -0.141
C -1.955 -1.304 -2.790 0.079 -0.197 -0.195 -0.038
C -3.041 -0.988 -1.614 2.698 -2.021 -1.366 -0.294
F -2.425 -1.486 -0.405 -2.245 1.536 -2.125 0.051
F -4.196 -1.740 -1.951 1.898 1.970 1.499 0.061
C -3.239 0.600 -1.614 1.947 0.777 -2.053 -0.301
F -3.402 0.980 -2.993 0.016 -1.129 3.273 0.021
F -2.072 1.306 -1.181 -3.052 -2.353 -1.121 0.075
S -4.739 1.245 -0.703 -1.437 3.241 2.088 1.011
F -4.617 2.694 -1.582 -0.414 -2.422 1.321 -0.183
F -5.822 0.646 -1.814 2.003 0.610 1.938 -0.150
F -4.848 -0.078 0.303 0.088 1.723 -2.047 -0.160
F -3.701 1.948 0.435 -2.000 -1.157 -1.442 -0.186
F -6.027 1.923 0.128 2.558 -1.021 -1.780 -0.183
C 1.467 -1.862 -2.700 2.367 2.069 1.161 -0.115
C 2.223 -0.439 -2.476 1.712 3.189 0.219 -0.128
C 3.204 -0.242 -1.266 -0.641 1.836 -1.732 -0.028
C 3.939 1.078 -0.936 -2.810 -0.383 -3.439 -0.054
C 3.677 2.295 -1.893 -1.806 -3.575 -0.639 -0.068
C 2.703 2.118 -3.114 0.361 -2.602 1.923 -0.069
C 1.971 0.767 -3.427 2.483 -0.056 3.550 -0.029
H 0.089 -4.010 2.964 1.819 -0.226 0.509 0.081
H 1.314 -3.930 4.344 -0.128 -0.639 -1.525 0.079
H 1.539 -5.133 2.865 -0.196 1.472 0.743 0.078
H 2.601 -3.356 1.580 -0.501 0.744 1.382 0.098
H 2.735 -2.335 3.157 -0.906 -0.857 -0.904 0.111
H -0.062 -0.463 2.739 -0.806 -1.100 -0.003 0.117
H -0.623 -2.974 -3.403 -0.543 0.710 1.647 0.133
H -1.398 -3.318 -1.773 0.701 1.308 -0.638 0.139
H -1.302 -0.387 -3.031 -1.114 -1.342 0.577 0.129
H -2.521 -1.573 -3.749 0.551 0.419 1.537 0.137
H 2.236 -2.650 -2.339 -1.346 0.934 -0.932 0.115
H 1.232 -1.937 -3.811 -0.027 -0.136 1.691 0.132
H 3.340 -1.159 -0.590 -0.037 1.609 -1.084 0.097
H 4.619 1.132 -0.016 -1.151 0.014 -1.633 0.091
H 4.192 3.289 -1.687 -0.882 -1.530 -0.443 0.079
H 2.477 2.987 -3.816 0.521 -1.257 1.201 0.078
H 1.250 0.630 -4.305 1.260 0.503 1.359 0.088
C -12.423 1.375 1.649 -0.349 0.191 0.075 -0.042
O -11.325 0.580 1.206 0.402 0.083 0.121 0.005
C -10.128 0.994 1.655 0.163 -0.266 -0.217 -0.577
O -9.929 1.946 2.373 -0.116 -0.299 -0.781 0.090
O -9.192 0.166 1.168 -0.561 0.253 0.153 0.018
C -7.860 0.488 1.568 0.281 0.024 0.320 -0.036
H -13.335 0.950 1.227 0.270 -0.142 -0.057 0.095
H -12.503 1.350 2.738 0.085 0.121 -0.115 0.092
H -12.324 2.403 1.292 0.073 -0.075 0.174 0.100
H -7.759 0.426 2.654 -0.095 0.080 -0.088 0.103
H -7.581 1.476 1.211 -0.393 -0.178 0.350 0.077
H -7.189 -0.244 1.118 -0.355 -0.023 -0.055 0.084
C -2.111 2.679 -5.153 -0.296 0.211 0.322 -0.041
O -1.003 2.132 -5.867 0.162 -0.015 -0.433 -0.013
C -0.974 2.453 -7.172 0.035 -0.017 0.018 -0.599
O -1.780 3.138 -7.752 0.354 -0.304 0.252 0.126
O 0.112 1.877 -7.718 -0.300 0.108 0.314 -0.007
C 0.272 2.135 -9.112 0.118 0.043 -0.453 -0.047
H -2.032 2.356 -4.116 0.277 -0.030 -0.265 0.073
H -2.085 3.770 -5.177 -0.084 -0.131 -0.162 0.104
H -3.054 2.306 -5.560 0.105 0.159 -0.061 0.103
H 0.394 3.205 -9.295 -0.181 -0.111 0.014 0.099
H -0.576 1.741 -9.677 0.017 0.191 0.092 0.099
H 1.176 1.624 -9.444 -0.079 -0.026 0.308 0.094
C 3.233 2.390 5.214 -0.435 0.044 -0.013 -0.047
O 4.638 2.397 5.462 0.320 -0.153 -0.263 -0.001
C 5.375 1.870 4.469 0.128 0.043 0.096 -0.599
O 4.950 1.414 3.435 0.138 0.176 0.420 0.113
O 6.667 1.939 4.829 -0.536 0.029 0.016 -0.001
C 7.573 1.410 3.861 0.361 -0.129 -0.339 -0.043
H 2.740 2.837 6.078 0.314 -0.025 0.007 0.094
H 2.994 2.988 4.332 0.051 -0.200 0.006 0.098
H 2.867 1.367 5.099 0.074 0.115 -0.140 0.095
H 7.506 1.969 2.925 -0.087 -0.184 0.045 0.095
H 7.379 0.349 3.692 -0.090 0.161 -0.093 0.098
H 8.584 1.518 4.255 -0.244 0.108 0.187 0.094
C 10.257 4.474 -0.187 -0.064 0.393 0.222 -0.047
O 10.602 3.375 -1.027 -0.175 -0.453 0.004 0.000
C 9.920 2.247 -0.766 0.098 0.032 -0.128 -0.598
O 9.077 2.107 0.087 0.327 0.065 -0.275 0.114
O 10.338 1.299 -1.622 -0.047 0.389 0.246 0.001
C 9.691 0.039 -1.454 -0.199 -0.441 -0.030 -0.051
H 10.867 5.327 -0.486 0.040 -0.274 -0.157 0.094
H 9.205 4.741 -0.313 0.083 -0.141 0.129 0.098
H 10.474 4.244 0.858 -0.171 -0.039 -0.103 0.098
H 8.616 0.132 -1.627 0.097 0.022 0.180 0.100
H 9.889 -0.365 -0.459 -0.145 0.131 -0.047 0.095
H 10.101 -0.649 -2.194 0.122 0.304 -0.003 0.095
C 7.777 -3.830 -0.647 0.422 -0.022 0.099 -0.045
O 6.394 -3.598 -0.904 -0.299 -0.203 -0.174 -0.004
C 5.770 -4.603 -1.541 -0.018 0.060 0.016 -0.597
O 6.274 -5.639 -1.897 -0.217 0.453 0.152 0.126
O 4.486 -4.247 -1.713 0.368 0.049 0.121 -0.015
C 3.689 -5.221 -2.384 -0.308 -0.314 -0.231 -0.043
H 8.172 -2.954 -0.131 -0.316 0.013 -0.064 0.088
H 7.909 -4.700 -0.001 -0.008 0.003 -0.211 0.100
H 8.327 -3.957 -1.583 -0.096 -0.159 0.102 0.099
H 3.649 -6.151 -1.812 0.136 0.071 -0.129 0.103
H 4.068 -5.404 -3.392 0.078 -0.087 0.175 0.102
H 2.676 -4.824 -2.464 0.193 0.134 0.178 0.076
C -9.909 2.054 5.055 -0.050 0.198 -0.162 -0.048
O -9.950 1.476 6.361 0.127 -0.542 0.340 0.004
C -9.646 0.169 6.392 -0.071 0.314 0.019 -0.596
O -9.353 -0.514 5.440 -0.096 0.210 0.379 0.119
O -9.722 -0.247 7.668 0.001 0.178 -0.338 -0.003
C -9.420 -1.628 7.852 0.077 -0.395 0.124 -0.050
H -10.171 3.109 5.148 0.003 -0.164 0.242 0.102
H -8.904 1.985 4.635 -0.216 -0.154 -0.008 0.093
H -10.635 1.576 4.400 0.259 -0.029 0.216 0.073
H -8.395 -1.844 7.542 -0.173 -0.007 -0.120 0.098
H -10.129 -2.254 7.305 0.182 0.076 -0.072 0.097
H -9.513 -1.851 8.916 -0.058 0.295 -0.090 0.093
```
Forces are in eV/Å.

Its spin multiplicity is 1. Its HOMO-LUMO gap is 7.1 eV. As for the HOMO energy: -8.61 eV. Its max |F| is 4.6 eV/A.